Density functional theory data (ωB97M-V/def2-TZVPD) for the molecule C23H21N3O2.

2S+1: 1
E (eV): -32755.2862
ΔE to the lowest compared entry with this formula, charge and spin (kJ/mol): 224.0
Kohn-Sham gap (Eh): 0.1817
Total charge: 0
M (g/mol): 371.44

CARTESIAN COORDINATES (ANGSTROEM)
H -0.6791 4.9995 -1.3597
C 0.0946 -2.3884 1.1691
N 2.1408 -2.8366 -4.7046
C -0.7511 0.8161 -0.6162
C 1.5965 -4.0569 2.0836
H -1.0027 0.5222 -1.6401
C 1.0354 -3.4016 0.9750
H 3.0520 -1.1997 -2.7778
C 0.2338 -3.0830 -3.2586
C -1.3761 4.4635 -0.6999
C -0.5734 5.0669 1.7110
C -0.5132 -0.1195 0.3279
H -1.5644 -1.9024 -0.0706
H -0.5558 0.1411 1.3824
H -1.3768 -3.1394 -1.8026
C -1.5890 3.0458 -1.2625
H -0.0105 -2.3701 4.5808
C -0.3831 2.8589 0.7278
H 3.0395 -2.4392 -4.9328
H 0.1704 5.2156 3.7348
H -0.8920 6.1083 1.6273
H 0.8851 2.8358 3.8594
C 1.3849 -1.3261 -1.4665
N 0.1407 -1.8377 -1.2212
C -3.0668 2.4933 -1.0586
C 0.2937 2.3745 1.8437
C 1.4908 -2.5148 -3.5627
C -0.7725 4.2114 0.6356
C -0.3355 -2.0863 2.4662
H -1.1435 -1.3623 2.6199
H 1.7427 -3.4633 -5.3845
C -0.4014 -2.7367 -2.0888
O -3.3989 1.7169 -1.9694
C -0.5079 -1.5829 0.0114
O -3.5541 2.9137 0.0037
H -2.3047 5.0380 -0.6475
C 0.2771 -2.6799 3.5721
C 0.4379 3.2210 2.9465
H 1.3394 -3.6835 -0.0333
H -0.2365 -3.8079 -3.9220
H 0.7081 1.3681 1.8428
N -0.8242 2.1719 -0.3960
C 0.0207 4.5593 2.8758
C 2.0671 -1.6328 -2.6220
H 1.7800 -0.6536 -0.7085
H 1.6560 -4.2094 4.2364
C 1.2291 -3.6874 3.3793
H -1.3165 2.9230 -2.3147
H 2.3136 -4.8638 1.9081

Force components x, y, z for each atom (eV/Å):
H -0.0188 0.0948 0.2365
C 0.0360 -0.1808 -0.0242
N 0.0107 0.0964 0.1122
C -0.4675 0.8680 0.3370
C -0.2218 0.0732 -0.1739
H 0.1085 0.2473 0.1550
C 0.0153 0.1536 0.4790
H -0.2205 -0.0950 -0.0239
C -0.1964 0.0227 0.3661
C 0.0510 -0.1037 -0.7264
C 0.1330 -0.4521 -0.3810
C -0.0363 0.4948 0.2450
H 0.3770 -0.1546 -0.3549
H 0.1712 -0.1272 -0.5371
H 0.4167 0.1792 -0.1336
C -1.3886 0.2439 -0.4578
H 0.0469 -0.2110 -0.3788
C -0.2875 0.4697 0.5301
H -0.2051 -0.0076 0.1478
H -0.1065 -0.2207 -0.2001
H 0.1318 -0.2901 0.1650
H 0.0337 0.1299 -0.1614
C -0.3239 -0.2470 -0.4442
N 1.1982 -1.1500 -2.1382
C 1.2845 1.3284 -0.2505
C -0.0383 -0.0541 0.0499
C 0.1925 -0.2069 -0.2508
C 0.3852 -0.2101 0.8672
C 0.2213 0.0822 0.3458
H 0.4313 -0.2356 -0.0299
H -0.0652 0.0792 0.1537
C 0.2969 0.3693 -0.1565
O -0.7384 -0.5417 0.2852
C -1.4252 0.3906 2.3282
O -0.7952 -0.6471 -0.2785
H 0.0441 -0.2735 0.0035
C -0.2084 -0.2026 -0.3061
C 0.0334 0.7593 -0.3480
H 0.0235 0.0186 0.2414
H 0.1295 0.2632 0.1374
H -0.1924 0.3981 0.2685
N 1.6320 -1.3367 -0.1532
C 0.0889 -0.2809 0.2352
C -0.3130 0.0706 0.5274
H -0.1977 -0.1650 -0.1604
H -0.0305 0.2287 -0.2369
C 0.0119 -0.0171 -0.2200
H 0.1996 0.0505 0.1360
H -0.2278 0.2990 0.1729


Density functional theory data (ωB97M-V/def2-TZVPD) for the molecule C22H16FN5O5.

2S+1: 1
E (eV): -43476.7044
Kohn-Sham gap (Eh): 0.2701
SMILES: O=C(Cn1cc(/C=C/c2[nH]c(=O)[nH]c(=O)c2[N+](=O)[O-])c2ccccc21)Nc1ccc(F)cc1
Total charge: 0
M (g/mol): 449.40

CARTESIAN COORDINATES (ANGSTROEM)
C -2.4566 2.8168 -2.2547
C -0.6500 -0.9015 1.0342
C 0.7647 3.8726 0.6158
C -1.0180 -4.4601 -0.0123
C -3.3157 -4.1342 1.4560
H 3.5865 3.2091 1.4377
C -2.0557 -5.4848 0.0286
H 4.7179 -0.9099 2.2816
H 1.2885 4.3976 1.3958
H -1.2645 1.7534 0.5701
N -2.3886 -3.1264 1.3746
N 0.8787 2.3962 0.8791
H 1.7968 3.7648 -2.6346
F -3.4585 0.7477 -2.9587
H -2.4981 -2.4322 2.1001
H -0.3113 4.1535 0.6086
H -1.3455 4.6170 -1.7063
H 5.3101 1.5364 2.1567
C -1.1151 0.8936 -2.7932
C 3.3309 2.1685 1.5339
C -1.2154 -3.2710 0.6868
H -1.0030 -0.1660 -3.0412
N -3.1262 -5.3430 0.8675
C -1.3124 3.5492 -1.9749
N 1.0571 3.7451 -1.9141
C -0.2533 -2.1961 0.7823
H 1.0001 1.2058 -2.5602
H 0.8250 -2.3774 0.5916
O 2.4305 4.9540 -0.6447
H -1.7266 -0.7098 1.1348
C -0.2202 1.4964 0.7790
N 0.1111 -4.6971 -0.7747
O 0.8178 -5.6695 -0.5055
O -4.2922 -3.9745 2.1549
H 2.3428 -1.6207 1.9051
C 2.6325 -0.5894 1.7375
H -3.4136 3.3073 -2.1828
H -3.9456 -5.8716 0.6523
C 4.3005 1.2299 1.9499
C 3.9578 -0.1553 1.9998
C -2.3819 1.4862 -2.6772
C 0.2544 0.2363 1.0677
O -2.1290 -6.4622 -0.7298
C 2.0298 1.6890 1.2472
C 1.4398 4.2555 -0.6896
O 0.3807 -3.9042 -1.6955
C 1.6995 0.3427 1.3623
C 0.0149 1.6402 -2.5090
C -0.0720 2.9923 -2.1325

Force components x, y, z for each atom (eV/Å):
C -0.8180 -0.5364 -0.1655
C 0.7899 -1.5790 -0.4295
C -0.9038 -1.6918 -0.2142
C -2.5516 1.4074 2.5391
C -2.2655 -0.1256 2.1663
H -0.0244 0.2401 -0.0194
C -0.2550 -3.1360 -2.8182
H -0.5530 0.6551 -0.1529
H 0.0973 0.2999 0.2056
H 0.7351 0.3479 -0.0630
N 0.6371 -0.5781 -0.5553
N -1.9574 0.5999 -0.5186
H -0.6860 0.1615 0.7754
F -0.2100 0.2867 0.0693
H 0.0682 -0.0109 -0.1599
H 0.7053 -0.3307 0.1716
H -0.3143 -0.5957 -0.1366
H 0.1404 0.1349 0.0767
C -0.2456 -0.2828 0.1474
C 0.0097 -1.0919 0.2372
C 0.8948 -1.0745 -0.7147
H -0.2175 0.3998 -0.0393
N 1.6650 2.1568 -0.0839
C -0.3057 0.7592 -0.1497
N 1.5843 0.5672 0.5070
C 0.4380 1.7570 0.1974
H 0.1037 -0.2504 -0.0838
H -1.0519 -0.1390 -0.0299
O 0.1628 0.2582 0.2563
H 0.4436 0.1862 -0.1196
C 2.1568 0.1970 0.7788
N 3.1368 -0.3508 -2.1716
O -0.9923 0.8398 -0.0676
O -0.5145 0.5477 0.1385
H 0.2224 0.0422 -0.1538
C 2.0502 -0.0322 0.7057
H -0.2431 -0.0674 0.0379
H -0.3144 -0.4823 0.0917
C -1.6642 -0.7301 -0.9156
C -0.5501 -0.0179 0.1777
C 1.6587 0.5441 0.3601
C -0.3985 0.2433 0.0785
O 1.0690 1.3031 0.7016
C 0.4716 1.0905 -0.0620
C 1.2104 0.1162 -0.8229
O -0.4874 -0.6379 1.1575
C -1.9443 -0.1307 -0.4969
C -0.0979 0.6049 0.0178
C -0.8845 -1.8744 -0.4506


Density functional theory data (ωB97M-V/def2-TZVPD) for a cluster of 3 separate species, C18H32BClN2O4P2 in total.

2S+1: 1
E (eV): -62134.6186
Kohn-Sham gap (Eh): 0.2970
SMILES: CCP(CC)P(O)(Cl)(CCCO)CB(O)O.c1ccncc1.c1ccncc1
Total charge: 0
M (g/mol): 448.68

CARTESIAN COORDINATES (ANGSTROEM)
H 1.7068 -2.3933 1.9861
H -1.9807 3.2878 -0.8771
H 3.2058 2.6442 -0.5457
C 1.6466 1.9589 0.7971
O 0.1026 0.9153 -1.9459
H -2.6478 1.4801 1.4606
H 4.8451 2.3427 3.4968
C 5.9264 4.1818 3.7832
N 4.6749 3.5389 1.8430
H -0.8496 -5.1097 -1.6458
H 0.4497 -2.8940 0.9003
C 5.1329 3.2974 3.0693
H 6.0416 6.5804 1.4115
H -3.3458 -8.5427 -2.2295
C -3.6324 -5.3522 -3.2751
O -1.3043 -1.7213 -2.4861
H 6.2677 3.9318 4.7782
H -1.5207 -2.6051 -2.8521
H -5.4152 0.9528 0.0349
C -2.0995 -0.4590 -0.3546
H 2.0759 1.9811 1.7893
B -1.6678 -1.7377 -1.1780
H -2.0292 -0.6369 0.7111
C 2.7931 1.7056 -0.2060
H -0.1586 0.2910 -2.6513
H -2.7011 3.1903 1.6697
O -4.9468 1.3344 0.7904
H 2.4651 1.1029 -1.0400
H -4.2690 -4.6868 -3.8479
C -1.9723 -6.9361 -1.8392
H 4.6225 4.8718 0.2894
H -1.2782 -7.5309 -1.2618
C 5.8001 5.6536 1.9132
H 2.2846 -0.7466 0.5472
C -2.7710 2.4092 0.9232
H -3.1170 -0.2162 -0.6186
H -4.6571 3.3699 0.6202
H -0.8229 3.0975 0.4159
Cl -2.4839 1.3270 -2.5471
C -3.1197 -7.4946 -2.3778
H -1.8617 -2.9055 0.3571
H 1.2475 2.9517 0.6277
H 3.6013 1.2180 0.3204
C 1.2166 -0.9053 0.4893
O -1.6934 -2.9675 -0.5996
C -1.7300 -5.5889 -2.0538
C -4.1734 2.4434 0.3220
H -4.8770 -7.0795 -3.5507
H 6.8851 6.1037 3.7124
H 0.1071 -1.7262 2.1975
C 5.0105 4.7009 1.2882
C 0.8294 -2.0454 1.4564
C -3.9709 -6.6864 -3.1113
C -1.6457 2.6179 -0.0996
H 1.0071 -1.2090 -0.5316
N -2.5375 -4.7970 -2.7604
P 0.3187 0.6732 0.8697
H -4.1535 2.4232 -0.7606
P -1.0974 1.0091 -0.8136
C 6.2666 5.3858 3.1893

Force components x, y, z for each atom (eV/Å):
H 0.1753 -0.0981 0.2381
H 0.0058 0.1049 -0.3230
H 0.0517 0.2457 -0.2720
C 0.5373 -0.3303 -0.7319
O -0.4571 -0.5314 0.3011
H 0.0508 -0.2804 0.1659
H 0.0246 0.0125 0.0505
C 0.0104 0.0151 -0.0027
N 0.0520 0.0556 0.0924
H 0.0137 -0.0400 0.0543
H -0.1955 -0.1965 0.0042
C -0.0613 -0.0904 -0.0253
H -0.0114 0.0015 -0.0201
H -0.0001 -0.0027 0.0012
C -0.0432 0.1831 -0.0812
O -0.3883 -0.1701 -0.4895
H -0.0054 -0.0206 0.0055
H 0.3524 0.2461 -0.0160
H 0.1178 0.1810 0.3195
C 0.7241 0.3366 -0.5606
H 0.0326 0.1092 0.3563
B -0.1145 0.0190 -0.0208
H 0.0782 0.0507 0.2780
C -0.2800 0.0868 0.5714
H -0.1272 0.4954 -0.0230
H 0.1453 0.2009 0.1976
O -0.1578 -0.2175 -0.2226
H 0.0218 -0.0233 -0.3117
H -0.0326 -0.0416 -0.0118
C -0.0319 0.0097 -0.0039
H 0.0286 0.0481 -0.0051
H 0.0200 0.0163 0.0043
C 0.0107 0.0022 0.0219
H 0.2091 0.2544 -0.0666
C -0.2105 0.0696 -0.2359
H -0.3917 -0.0608 -0.0221
H -0.2280 0.1493 0.0673
H 0.3616 -0.1232 -0.0380
Cl -0.6837 0.1293 -0.8042
C -0.0127 -0.0508 0.0104
H -0.0024 -0.1860 -0.5708
H -0.3951 0.1031 0.0257
H 0.2696 -0.3190 -0.0605
C -0.5205 -0.2066 0.1764
O -0.1274 -0.2889 1.3492
C 0.0683 0.0755 -0.0715
C -0.1910 -0.1923 0.0274
H -0.0118 0.0250 -0.0111
H 0.0029 0.0032 0.0027
H -0.2363 0.0169 0.1286
C -0.0752 -0.0519 -0.0972
C 0.3242 0.1016 -0.3358
C 0.0134 -0.0147 0.0207
C -0.2079 -0.0471 0.1069
H 0.0625 0.0043 -0.2784
N 0.1133 -0.0803 -0.0901
P -0.0140 0.2407 1.1032
H 0.2101 0.0339 -0.2169
P 1.1013 0.0052 0.3197
C 0.0251 0.0320 0.0197


Density functional theory data (ωB97M-V/def2-TZVPD) for a structure of composition C4H24B4CaO.

2S+1: 2
E (eV): -27719.9938
ΔE to the lowest compared entry with this formula, charge and spin (kJ/mol): 9.3
⟨S²⟩: 0.75
Kohn-Sham gap (spin up / spin down) (Eh): 0.3625 / 0.2036
Total charge: -1
M (g/mol): 171.56

CARTESIAN COORDINATES (ANGSTROEM)
H 3.0627 -0.0908 -0.6822
H 3.4448 -1.6121 0.3420
C -3.0620 2.0148 0.2259
H 1.8146 1.3599 2.5717
H 1.7068 1.0879 0.8020
H 1.1417 -2.8094 -0.0503
H -3.9854 2.3198 -0.2665
H 4.4723 -0.9434 -0.9896
H 0.2390 0.3399 -1.8591
H 2.5285 -0.0118 1.7909
B 0.1083 -2.7082 -0.3436
H -2.6282 2.9905 0.4448
H -2.6289 1.4485 2.3933
Ca 1.0025 -0.5520 -0.1484
C -1.9668 1.3251 -0.6232
B 3.4766 -1.0837 -0.5982
H -2.3912 0.9510 -1.5549
H 2.8891 -1.6856 -1.2742
H -3.0046 -1.0189 0.9886
H 1.1997 1.2625 -3.0735
O -1.4216 0.1861 0.1209
H 1.7828 -0.3255 -2.4161
H 0.7424 0.1220 1.9834
H -0.3165 -1.9742 0.3236
H -0.4075 -3.6506 -0.2438
B 1.6679 0.6390 1.7824
H -1.0970 1.9567 -0.8044
H 0.0750 -2.4012 -1.3775
H 1.7529 1.1314 -1.4818
C -2.3238 -0.1798 1.1318
B 1.2201 0.5781 -2.2396
H -1.8012 -0.6524 1.9634
C -3.1177 1.0872 1.4885
H -4.1753 0.8991 1.6736

Force components x, y, z for each atom (eV/Å):
H -1.5098 3.9261 -1.4554
H 0.2591 -2.7855 3.1742
C 2.1011 0.2269 0.9076
H 0.7177 2.7241 2.8151
H -0.0499 2.4598 -3.1322
H 4.1110 -0.5811 1.1651
H -0.1867 -1.0054 -0.0878
H 3.9561 0.9779 -0.4843
H -3.9034 -0.5643 0.7901
H 3.5783 -3.1699 -0.0356
B -0.7199 -1.3841 0.0809
H -0.0233 0.0701 0.5943
H -0.3106 0.7942 -0.1993
Ca -0.5087 -0.4789 -0.3019
C -0.1119 -0.7277 -0.1000
B 2.6479 0.0116 1.4455
H 0.2642 -0.0254 -0.1709
H -3.9656 -2.1327 -2.2594
H -0.2814 -0.0884 -1.6029
H -0.3222 2.3184 -3.2238
O -0.7822 0.7803 -0.4559
H 2.0342 -3.3420 -0.7781
H -3.4881 -2.2216 0.5758
H -2.2734 2.1355 2.5485
H -1.8569 -3.5005 0.4663
B -0.3389 1.3093 0.8937
H -0.2718 0.0230 -0.2524
H -0.1909 1.5852 -3.8705
H 2.4715 2.1043 3.3590
C -0.8171 -0.4086 0.9214
B -0.7058 0.3522 -1.7490
H 0.7054 0.8421 0.2538
C -0.3561 0.0903 -0.2627
H 0.1280 -0.3155 0.4307


Question: What is the formula in the first record?
Answer: C23H21N3O2